Here is a structure of composition C20H16N6OReS from OMol25. Energies are from ωB97M-V/def2-TZVPD.

```
45
Properties=species:S:1:pos:R:3:forces:R:3
Re -0.139 -0.247 0.616 0.15 0.07 -0.12
C -3.170 -4.106 0.360 0.00 0.00 -0.01
N -1.845 -3.912 -0.262 0.03 0.02 -0.02
C -0.977 -4.918 -0.625 0.05 0.01 -0.01
C 0.128 -4.342 -1.153 -0.08 -0.03 0.02
N -0.070 -2.970 -1.106 -0.03 0.06 0.02
C -1.292 -2.740 -0.550 0.16 0.07 -0.09
S -1.957 -1.140 -0.301 -0.22 -0.14 -0.07
C 0.788 -2.013 -1.743 -0.09 -0.09 0.07
C 1.384 -2.348 -2.937 0.05 -0.03 -0.03
C 2.257 -1.443 -3.528 -0.02 0.02 0.07
C 2.496 -0.230 -2.899 -0.01 -0.03 0.00
C 1.836 0.049 -1.722 0.03 0.01 -0.03
N 0.986 -0.823 -1.138 -0.03 0.06 -0.01
H -3.344 -5.173 0.451 0.00 0.00 0.00
H -3.935 -3.668 -0.278 0.00 0.00 0.00
H -3.179 -3.649 1.347 0.00 0.00 0.00
H -1.211 -5.958 -0.465 0.00 0.00 0.00
H 1.033 -4.784 -1.533 0.00 0.00 0.00
H 1.160 -3.294 -3.410 0.01 0.01 0.00
H 2.734 -1.686 -4.469 0.01 0.00 0.00
H 3.174 0.502 -3.316 -0.01 0.00 -0.02
H 1.982 0.985 -1.202 -0.01 0.00 -0.01
N 3.366 1.428 2.438 -0.04 0.02 -0.01
C 2.168 0.913 2.329 -0.21 0.05 0.07
O 1.771 0.381 1.219 0.22 -0.13 0.05
C 1.248 0.922 3.469 0.19 -0.14 -0.08
C 1.500 1.621 4.681 -0.11 -0.15 0.17
N 1.724 2.170 5.666 0.04 0.00 -0.21
C 0.227 0.097 3.170 -0.19 0.18 -0.24
N -0.472 -0.649 2.543 0.17 0.18 0.36
H 3.698 1.790 3.324 0.01 -0.01 0.00
H 3.997 1.449 1.649 -0.02 0.00 0.00
C -0.711 1.386 0.299 0.08 -0.09 0.06
C -1.106 2.692 0.124 -0.11 0.10 0.03
C -0.741 3.385 -1.063 0.00 -0.02 0.04
C -1.144 4.686 -1.224 -0.02 0.02 0.01
C -1.906 5.304 -0.227 0.00 0.00 0.00
C -2.276 4.632 0.941 0.00 0.02 -0.02
C -1.886 3.329 1.128 0.03 -0.03 -0.01
H -0.163 2.883 -1.828 0.00 0.00 0.00
H -0.881 5.233 -2.119 0.00 0.00 0.00
H -2.221 6.331 -0.366 0.00 0.00 0.00
H -2.869 5.137 1.691 0.00 0.00 0.00
H -2.164 2.787 2.022 -0.01 0.00 0.00
```
Forces are in eV/Å.

As for the charge: +3. The calculation puts the energy above the lowest of the compared OMol25 structures with the same formula, charge and spin at 0.00 kJ/mol. For the largest force on an atom, the calculation gives 0.43 eV/Å. The energy comes out at -1650.93874 hartree.


Here is the molecule C20H16O6 from OMol25. Energies are from ωB97M-V/def2-TZVPD.

```
42
Properties=species:S:1:pos:R:3:forces:R:3
O 1.527 -0.574 1.565 1.15 0.87 2.03
O -3.049 -0.931 -2.228 -0.36 0.29 0.29
O 0.215 -4.183 -2.880 -0.94 -0.38 -0.97
O 2.846 -5.433 -2.234 -0.74 -0.35 -0.26
O -0.734 -2.140 -1.426 1.25 -0.59 -0.31
O -0.317 1.124 2.087 -0.51 -0.81 -0.25
C 0.850 -1.048 0.690 -0.85 0.21 -0.96
C -4.026 3.796 -0.385 1.03 -2.66 3.21
C 4.021 -5.720 -1.575 0.58 3.04 2.02
C 4.282 -4.705 -0.650 -0.35 -1.08 -0.73
C -4.220 2.904 0.680 0.75 1.74 -3.38
C 2.672 -2.719 0.061 -0.24 1.16 0.77
C -2.977 0.552 -0.364 0.54 -1.32 -1.34
C -2.402 -0.480 -1.110 0.45 -0.44 0.30
C 1.015 -3.711 -1.904 -0.16 -0.44 -0.98
C 0.565 -2.622 -1.174 0.53 0.45 1.33
C 2.285 -4.308 -1.666 -0.05 0.35 0.05
C -1.198 -1.070 -0.703 -0.45 0.72 0.10
C -1.079 0.560 1.095 0.56 0.40 0.17
C 1.387 -2.105 -0.140 0.93 -1.99 -1.22
C 3.146 -3.780 -0.699 -0.81 -0.83 -0.31
C -0.490 -0.526 0.373 -0.64 0.18 0.06
C -2.362 1.088 0.733 0.48 0.37 1.06
C -2.276 3.270 2.080 0.59 1.03 -0.93
C -3.893 1.491 2.726 0.38 -0.58 -0.35
C -3.169 2.158 1.517 0.13 0.59 0.77
H -2.430 -1.477 -2.701 0.24 -0.44 -0.45
H -0.597 -3.637 -3.015 1.12 -0.52 0.52
H 0.499 0.539 2.204 -0.67 0.60 -0.34
H -4.841 4.188 -0.944 -0.57 0.30 -0.14
H -3.010 4.077 -0.684 -0.39 -0.09 0.00
H 4.667 -6.581 -1.802 -0.99 0.46 -0.32
H 5.124 -4.628 0.045 -0.38 -0.18 -0.49
H -5.249 2.694 0.874 -0.63 -0.31 0.37
H 3.347 -2.396 0.857 -0.61 0.36 -0.08
H -3.913 0.915 -0.761 -0.08 0.18 0.23
H -2.865 4.116 2.458 -0.11 -0.37 -0.04
H -1.665 3.703 1.243 -0.28 -0.42 0.82
H -1.628 2.936 2.872 0.32 -0.21 0.11
H -4.561 0.689 2.397 -0.14 0.22 -0.14
H -4.472 2.246 3.262 0.09 -0.11 0.08
H -3.185 0.981 3.408 -0.15 0.58 -0.28
```
Forces are in eV/Å.

The calculation puts the energy above the lowest of the compared OMol25 structures with the same formula, charge and spin at 55.47 kJ/mol. For the largest force on an atom, the calculation gives 4.29 eV/Å. The energy comes out at -1223.12102 hartree. Its SMILES is C=CC(C)(C)c1cc(O)c2oc3c(O)c4occc4cc3c(=O)c2c1O.


Here is a structure of composition C20H17N5O from OMol25. Energies are from ωB97M-V/def2-TZVPD.

```
43
Properties=species:S:1:pos:R:3:forces:R:3
C 1.235 -8.694 0.263 1.69 -0.04 -2.34
C 0.877 -7.148 0.435 2.71 -7.79 -3.93
C 1.001 -6.207 -0.495 3.91 -9.96 -5.49
C 0.791 -4.981 -0.389 0.18 2.59 -2.74
C 0.273 -4.592 0.684 -2.31 2.70 12.75
C 0.272 -5.564 1.861 -1.80 1.92 0.09
C 0.654 -6.924 1.644 -5.79 4.86 10.33
H 0.189 -7.588 2.500 2.00 0.69 -1.87
H -0.240 -5.217 2.889 1.53 -0.74 -2.59
C 0.096 -3.138 1.094 -1.11 -4.44 5.11
N -0.340 -2.774 2.548 1.48 -0.51 -6.43
N -0.580 -1.545 2.318 0.79 4.66 -0.77
C -0.240 -0.987 0.792 -3.42 4.06 11.04
C 0.198 -2.044 0.346 2.76 -6.16 -9.28
H 0.369 -2.141 -0.821 0.15 -0.04 2.49
C -0.177 0.413 0.749 -0.93 1.26 -5.17
O -0.572 1.262 1.469 -0.44 1.00 3.76
N 0.090 0.783 -0.570 0.12 3.83 1.66
N -0.100 2.127 -1.103 2.53 -12.58 -5.24
C -0.202 3.099 -0.490 -4.42 8.64 8.19
C -0.357 4.291 -1.306 1.08 0.02 5.31
C 0.181 4.473 -2.456 -0.03 1.98 -8.88
N -0.022 5.894 -2.781 3.10 -2.79 -7.96
C -0.272 6.540 -1.686 -3.97 3.57 2.00
C -0.933 7.916 -1.511 6.58 -0.68 -8.54
C -1.065 8.433 -0.346 -0.05 -3.32 -0.78
C -1.152 7.429 0.518 -3.41 1.47 12.30
C -1.061 6.143 0.660 3.48 -0.40 -10.19
C -0.464 5.574 -0.731 -2.75 1.91 4.60
H -1.033 5.438 1.315 -0.67 -3.30 4.95
H -1.587 7.827 1.755 1.29 -0.59 -3.36
H -1.334 9.347 -0.227 -1.37 5.65 1.31
H -0.523 8.669 -2.382 -1.83 -1.77 1.56
H 0.160 6.248 -3.931 -0.68 -1.04 5.14
H 0.363 3.792 -3.397 -0.05 1.29 2.44
H -0.617 3.227 0.672 1.89 -0.45 -2.86
H 0.098 0.078 -1.222 0.13 -1.23 -2.15
H -0.519 -0.837 3.108 -0.58 -1.27 -1.19
H 0.965 -4.342 -1.105 0.99 3.21 -4.05
H 1.476 -6.789 -1.356 -0.74 1.86 0.16
H 1.790 -8.835 -0.763 -1.37 -0.16 1.76
H 0.447 -9.415 0.440 -1.24 0.38 -1.07
H 1.864 -9.243 1.007 0.56 1.74 -0.09
```
Forces are in eV/Å.

The calculation puts the energy above the lowest of the compared OMol25 structures with the same formula, charge and spin at 1656.69 kJ/mol. For the largest force on an atom, the calculation gives 13.86 eV/Å. The energy comes out at -1120.74418 hartree.